DFT (the ωB97M-V functional and the def2-TZVPD basis) results for a 11-piece molecular cluster, C62H141N7O11 overall in a non-equilibrium geometry.

Cartesian coordinates (Å):
1 C 10.8335 -2.6916 -4.2917
2 C 9.5690 -3.2073 -5.0246
3 C 8.9616 -2.0095 -5.8274
4 C 10.1862 -4.2213 -5.9901
5 C 9.1623 -5.2304 -6.6098
6 C 8.3152 -5.9205 -5.5050
7 C 7.6587 -4.8972 -4.4322
8 C 6.4121 -4.2513 -5.0915
9 C 7.3094 -5.7639 -3.1884
10 N 8.6917 -3.8995 -4.0359
11 O 8.2500 -2.9818 -2.9841
12 H 11.1437 -3.4490 -3.5718
13 H 11.7002 -2.6579 -4.9518
14 H 10.6740 -1.7342 -3.7958
15 H 8.1389 -1.5571 -5.2735
16 H 9.7132 -1.2416 -6.0103
17 H 8.5598 -2.3232 -6.7908
18 H 10.7854 -3.8232 -6.8090
19 H 10.9382 -4.7996 -5.4533
20 H 8.4415 -4.7351 -7.2603
21 H 9.7091 -5.9543 -7.2140
22 H 9.0111 -6.5470 -4.9471
23 H 7.5239 -6.5355 -5.9336
24 H 6.8107 -3.6564 -5.9133
25 H 5.8727 -3.6375 -4.3702
26 H 5.7051 -4.9547 -5.5314
27 H 8.0157 -6.5545 -2.9349
28 H 6.3016 -6.1719 -3.2662
29 H 7.2049 -5.2005 -2.2612
30 H 9.0318 -2.8917 -2.4343
31 C 3.8410 -5.9508 2.3289
32 C 3.7743 -4.4193 2.1820
33 C 2.2584 -4.0666 2.0709
34 C 4.2394 -3.8377 3.5133
35 C 5.7471 -3.8055 3.7092
36 C 6.4285 -3.1249 2.5519
37 C 6.0616 -3.8115 1.1878
38 C 6.5742 -2.9064 0.1212
39 C 6.8381 -5.1147 1.0224
40 N 4.5721 -3.8428 1.0717
41 O 4.1564 -4.3373 -0.1564
42 H 3.1057 -6.2784 3.0638
43 H 3.5373 -6.3957 1.3812
44 H 4.8126 -6.3898 2.5554
45 H 1.8549 -4.5381 1.1748
46 H 1.6414 -4.3203 2.9329
47 H 2.0475 -3.0156 1.8736
48 H 3.8164 -2.8411 3.6401
49 H 3.9127 -4.4023 4.3866
50 H 5.8665 -3.1526 4.5738
51 H 6.1318 -4.8062 3.9059
52 H 7.4894 -3.1486 2.8010
53 H 6.0956 -2.0870 2.5431
54 H 6.2859 -3.3361 -0.8382
55 H 7.6528 -2.7517 0.1474
56 H 6.1927 -1.8855 0.1082
57 H 7.0807 -5.6062 1.9646
58 H 7.8299 -4.8609 0.6482
59 H 6.3879 -5.8164 0.3202
60 H 3.8695 -3.5350 -0.5987
61 C 12.6744 3.0990 -5.3279
62 C 11.7928 1.8158 -5.1998
63 C 11.5569 1.4901 -3.7084
64 C 10.3445 2.2733 -5.6881
65 C 10.1839 2.2307 -7.1889
66 C 10.5821 0.8988 -7.8001
67 C 12.0512 0.4291 -7.4988
68 C 12.1234 -1.0978 -7.8796
69 C 12.9857 1.2485 -8.3539
70 N 12.3193 0.6480 -6.0219
71 O 13.5845 0.2119 -5.6051
72 H 13.5790 2.9830 -4.7310
73 H 12.8951 3.3919 -6.3544
74 H 12.2617 4.0248 -4.9271
75 H 10.9305 0.5980 -3.7035
76 H 12.4589 1.0644 -3.2687
77 H 11.0343 2.1975 -3.0645
78 H 9.4795 1.6788 -5.3943
79 H 10.0899 3.2762 -5.3453
80 H 9.1681 2.5585 -7.4098
81 H 10.7891 3.0302 -7.6164
82 H 10.4329 1.1008 -8.8607
83 H 9.8074 0.1875 -7.5140
84 H 12.0486 -1.2121 -8.9610
85 H 11.3429 -1.7647 -7.5134
86 H 13.0978 -1.4769 -7.5715
87 H 12.8582 2.3063 -8.1238
88 H 12.7687 1.2821 -9.4216
89 H 14.0105 0.8984 -8.2302
90 H 14.1284 0.9802 -5.7932
91 C 9.1669 5.5134 1.3022
92 C 8.7548 4.4867 0.1880
93 C 7.8833 5.1630 -0.8328
94 C 10.0739 4.1571 -0.5575
95 C 10.9481 3.1415 0.2912
96 C 10.1815 1.8851 0.6298
97 C 8.8385 2.2562 1.3860
98 C 8.0575 0.9322 1.4203
99 C 9.2540 2.6834 2.8444
100 N 8.1322 3.2685 0.6889
101 O 6.7990 3.4507 1.1345
102 H 8.2771 5.6136 1.9237
103 H 9.9524 5.1156 1.9449
104 H 9.4025 6.4964 0.8945
105 H 7.1105 5.7455 -0.3312
106 H 8.3939 5.8705 -1.4862
107 H 7.3377 4.3684 -1.3416
108 H 9.8900 3.8008 -1.5710
109 H 10.6846 5.0410 -0.7415
110 H 11.8450 2.8701 -0.2656
111 H 11.3175 3.6349 1.1902
112 H 10.7862 1.1793 1.1994
113 H 9.9709 1.3467 -0.2942
114 H 7.7711 0.6336 0.4119
115 H 7.1332 1.0793 1.9791
116 H 8.6746 0.1395 1.8432
117 H 8.8613 1.9839 3.5824
118 H 8.8662 3.6744 3.0803
119 H 10.3256 2.6741 3.0434
120 H 6.2833 3.0833 0.4130
121 C 12.7663 -8.8216 -1.9783
122 C 11.9964 -10.0363 -2.6055
123 C 10.5310 -9.5527 -2.8517
124 C 12.7213 -10.3422 -3.9434
125 C 12.4516 -11.6714 -4.5010
126 C 12.7640 -12.8190 -3.5739
127 C 11.9587 -12.6059 -2.2441
128 C 10.4342 -13.0150 -2.5413
129 C 12.5100 -13.5350 -1.2239
130 N 12.1334 -11.2063 -1.7196
131 O 11.4276 -11.0158 -0.5292
132 H 12.4414 -8.4997 -0.9889
133 H 13.8343 -9.0240 -1.8981
134 H 12.6782 -7.9442 -2.6191
135 H 10.5681 -8.4722 -2.9901
136 H 10.1651 -9.9872 -3.7820
137 H 9.8230 -9.7167 -2.0394
138 H 12.3222 -9.5772 -4.6094
139 H 13.8024 -10.2313 -3.8597
140 H 11.4431 -11.7410 -4.9088
141 H 13.0095 -11.8642 -5.4174
142 H 13.8021 -12.9945 -3.2915
143 H 12.4599 -13.6955 -4.1460
144 H 9.8489 -13.0428 -1.6222
145 H 10.3743 -13.9595 -3.0821
146 H 9.9422 -12.2541 -3.1473
147 H 12.5818 -14.5530 -1.6067
148 H 11.9226 -13.5505 -0.3058
149 H 13.5374 -13.2293 -1.0263
150 H 10.5162 -11.2255 -0.7462
151 C 14.6166 -2.8251 1.9591
152 C 14.4218 -1.5411 2.8524
153 C 12.9907 -1.6017 3.3342
154 C 15.4093 -1.4811 3.9971
155 C 15.5349 -0.1426 4.8037
156 C 15.8433 1.0098 3.8876
157 C 14.8335 1.0908 2.6745
158 C 13.4650 1.7115 3.1215
159 C 15.4351 2.1008 1.5754
160 N 14.6117 -0.2400 2.0260
161 O 13.8703 -0.1766 0.8043
162 H 13.9801 -2.7524 1.0773
163 H 15.6487 -2.9102 1.6191
164 H 14.3882 -3.7749 2.4425
165 H 12.1740 -1.5966 2.6123
166 H 12.7772 -2.5130 3.8928
167 H 12.7129 -0.7356 3.9350
168 H 15.1322 -2.3435 4.6034
169 H 16.4253 -1.6550 3.6425
170 H 14.6592 0.0368 5.4275
171 H 16.2845 -0.1579 5.5949
172 H 16.8615 0.8129 3.5519
173 H 15.8468 1.9659 4.4110
174 H 13.5570 2.7634 3.3920
175 H 13.1679 1.0713 3.9522
176 H 12.6835 1.5801 2.3732
177 H 16.4210 1.8102 1.2129
178 H 15.4995 3.1138 1.9728
179 H 14.7972 2.1891 0.6960
180 H 14.5774 -0.4128 0.1995
181 C 10.6150 -1.6469 -0.6028
182 O 10.2505 -2.9062 -1.0938
183 C 10.5828 -3.9525 -0.1451
184 C 10.1567 -5.3500 -0.7484
185 C 10.2608 -6.5786 0.0481
186 N 11.0510 -5.6318 -1.8849
187 H 10.3110 -0.9175 -1.3535
188 H 11.6824 -1.4841 -0.4534
189 H 10.0800 -1.5035 0.3360
190 H 11.6547 -3.9932 0.0485
191 H 10.1847 -3.8501 0.8644
192 H 9.1360 -5.1735 -1.0874
193 H 9.9613 -7.4795 -0.4875
194 H 9.5642 -6.3808 0.8628
195 H 11.2247 -6.6441 0.5528
196 H 10.8900 -6.6116 -2.0697
197 H 10.7224 -5.0757 -2.6614
198 C 11.0575 -4.5524 3.8595
199 O 10.1908 -5.7123 3.7705
200 H 11.8208 -4.4115 3.0943
201 H 10.4572 -3.6524 3.7264
202 H 11.5264 -4.5984 4.8424
203 H 10.6997 -6.4788 4.0443
204 C 8.6288 -8.6788 2.7661
205 O 8.5556 -9.6084 1.6859
206 H 8.8126 -9.2632 3.6676
207 H 9.3723 -7.9084 2.5619
208 H 7.7685 -8.0453 2.9822
209 H 9.0415 -10.3824 1.9798
210 C 14.1878 -7.2504 1.6747
211 O 14.7832 -8.4215 2.1844
212 H 13.0987 -7.2668 1.7166
213 H 14.5537 -6.3556 2.1783
214 H 14.4926 -7.0027 0.6579
215 H 15.7356 -8.3145 2.1285
216 C 14.0558 -4.0404 -2.0171
217 O 13.9054 -5.4429 -1.9645
218 H 13.2325 -3.5834 -2.5662
219 H 13.8662 -3.7322 -0.9889
220 H 14.9832 -3.6157 -2.4012
221 H 12.9620 -5.4944 -1.7942

Computed properties:
HOMO level: -7.996 eV
Kohn-Sham gap: 8.46 eV
LUMO level: 0.468 eV
ΔE to the lowest compared entry with this formula, charge and spin: 255.6 kJ/mol
Net charge: 0
Structure (SMILES): CC1(C)CCCC(C)(C)N1O.CC1(C)CCCC(C)(C)N1O.CC1(C)CCCC(C)(C)N1O.CC1(C)CCCC(C)(C)N1O.CC1(C)CCCC(C)(C)N1O.CC1(C)CCCC(C)(C)N1O.COC[C@H](C)N.CO.CO.CO.CO